# 1
107
Properties=species:S:1:pos:R:3:forces:R:3 method="wB97M-V/def2-TZVPD" homo_energy_ev="-7.15 / -7.70" multiplicity=4 total_charge=0 relative_energy_ev=0.725 s2=3.8210
W 0.6713 0.5116 2.1029 -0.183 -0.052 0.128
N 4.4601 1.4615 0.0757 -0.037 0.014 0.010
C 3.7224 0.3309 0.6727 -0.057 -0.013 -0.150
N 2.4745 0.9597 1.1237 0.221 0.155 0.060
C 2.6546 2.3043 0.7960 0.032 -0.051 0.103
N 3.7762 2.6390 0.2787 -0.027 0.019 -0.011
C 1.5828 3.2361 1.0857 0.015 -0.002 0.028
C 1.5692 4.5916 0.7522 0.005 0.013 0.030
N 0.5329 5.3619 1.0225 0.028 0.000 0.029
C -0.5166 4.7861 1.6228 0.005 0.001 0.061
C -0.5326 3.4505 1.9556 0.039 0.029 0.059
N 0.5309 2.6736 1.6894 0.016 0.282 -0.078
H 5.4469 1.5483 0.2597 0.007 -0.019 -0.017
H 3.4939 -0.3659 -0.1331 0.001 -0.087 -0.060
H 2.4263 5.0263 0.2543 -0.002 0.008 -0.004
H -1.3752 5.4105 1.8326 0.003 0.006 -0.014
H -1.3815 2.9772 2.4288 -0.002 -0.007 0.004
C -6.4535 5.9973 -1.2249 -0.001 0.002 -0.002
C -5.4549 4.8847 -1.0596 0.007 0.002 -0.002
C -4.1199 5.0613 -1.3900 -0.005 0.020 -0.012
C -3.1831 4.0407 -1.2520 0.010 -0.009 -0.007
C -1.7529 4.3280 -1.6149 -0.025 -0.005 -0.061
C -3.6083 2.7922 -0.7795 -0.088 -0.046 0.167
Te -2.2209 1.2125 -0.4727 0.063 -0.184 -0.211
N -0.8696 -0.0372 2.7688 -0.299 -0.132 -0.246
C -1.6822 -1.0980 3.0991 0.104 -0.014 0.134
O -2.8766 -1.1369 2.9040 -0.006 -0.002 0.041
C -0.8988 -2.1949 3.7643 0.023 -0.070 -0.058
C -1.6407 -3.1014 4.5237 0.020 -0.009 -0.020
C -1.0149 -4.0737 5.2789 -0.011 -0.010 0.000
C 0.3740 -4.1369 5.2788 0.004 0.003 0.012
C 1.1078 -3.2650 4.4975 -0.003 0.061 0.090
C 0.5021 -2.2836 3.7039 -0.102 0.071 -0.033
C -1.5619 1.0724 -2.4926 -0.270 0.066 -0.116
C -0.2436 1.3923 -2.8245 0.086 -0.031 0.106
C 0.7893 1.7179 -1.7784 -0.082 0.000 -0.063
C 0.1460 1.3581 -4.1608 0.039 -0.050 -0.007
C -0.7285 0.9867 -5.1697 0.013 -0.018 0.007
C -0.2912 0.9482 -6.6085 0.003 0.010 -0.006
C -2.0232 0.6295 -4.8139 0.020 0.021 0.052
C -2.4622 0.6630 -3.4939 0.124 0.064 0.003
C -3.8804 0.2484 -3.2109 0.043 0.007 0.057
C -4.9531 2.5924 -0.4226 0.024 0.010 -0.022
C -5.4756 1.2987 0.1469 -0.013 0.033 0.015
C -5.8487 3.6461 -0.5734 -0.003 -0.015 -0.029
H -5.9625 6.9315 -1.4947 0.000 0.001 0.000
H -7.0152 6.1609 -0.3042 -0.001 -0.001 0.000
H -7.1749 5.7585 -2.0087 0.001 0.000 -0.001
H -3.7879 6.0246 -1.7625 -0.006 0.003 -0.001
H -1.6134 5.3901 -1.8138 0.011 0.003 0.013
H -1.4468 3.7697 -2.5010 -0.005 0.005 -0.016
H -1.0806 4.0385 -0.8065 -0.027 -0.020 -0.049
H -2.7184 -3.0030 4.5168 -0.001 0.003 0.000
H -1.5975 -4.7644 5.8741 -0.001 0.002 0.001
H 0.8855 -4.8826 5.8746 0.000 0.001 -0.002
H 2.1884 -3.3557 4.4734 0.012 0.008 -0.007
H 2.2060 -1.1075 3.4928 0.236 -0.253 -0.083
H 0.4271 2.4854 -1.0897 0.022 -0.096 -0.130
H 1.7136 2.0676 -2.2369 0.038 0.000 -0.018
H 1.0233 0.8279 -1.1838 -0.018 0.027 -0.037
H 1.1699 1.6134 -4.4121 0.004 0.006 0.000
H 0.7495 1.2528 -6.7130 -0.002 0.001 0.001
H -0.9022 1.6132 -7.2215 0.003 0.002 0.006
H -0.3924 -0.0570 -7.0213 -0.001 -0.007 0.001
H -2.7179 0.3161 -5.5864 -0.001 0.000 -0.002
H -4.3463 -0.1499 -4.1119 0.007 0.005 0.017
H -4.4781 1.0913 -2.8650 -0.047 0.066 0.055
H -3.9197 -0.5160 -2.4329 -0.003 -0.005 0.023
H -4.9953 0.4304 -0.2980 0.010 -0.029 -0.048
H -6.5512 1.2230 -0.0120 0.002 0.017 0.026
H -5.2933 1.2407 1.2227 0.031 -0.014 -0.004
H -6.8876 3.4886 -0.3018 0.002 0.002 0.000
C 1.4008 -1.4366 2.8199 0.069 0.226 0.431
Ge 2.3153 -2.4898 1.4316 -0.089 -0.006 -0.065
C 1.4498 -2.0488 -0.2768 0.114 -0.088 -0.088
C 0.0552 -1.9692 -0.2761 -0.017 -0.005 0.118
C -0.6623 -1.9266 -1.4626 0.022 0.037 -0.103
C 0.0093 -1.9430 -2.6764 0.055 -0.008 -0.018
C 1.3962 -2.0086 -2.6968 -0.037 -0.016 0.009
C 2.1083 -2.0771 -1.5051 -0.033 0.051 0.018
C 4.2002 -1.9640 1.5947 -0.054 0.077 0.063
C 4.4577 -0.4841 1.7877 -0.001 -0.016 0.018
C 5.9033 -0.1388 1.9584 0.009 -0.034 0.003
C 6.8737 -1.0818 2.0287 0.008 -0.004 -0.012
C 6.5633 -2.4538 1.9187 -0.011 0.010 0.005
C 5.2253 -2.8550 1.7061 -0.002 -0.022 0.005
C 2.0621 -4.4372 1.4119 -0.037 -0.026 -0.007
C 0.8942 -5.0284 1.8991 0.031 -0.017 -0.011
C 0.6472 -6.3821 1.7159 0.011 -0.006 -0.004
C 1.5567 -7.1730 1.0301 -0.009 -0.014 0.001
C 2.7035 -6.5969 0.5058 0.007 0.006 -0.002
C 2.9443 -5.2419 0.6874 0.004 0.023 -0.007
H -0.4870 -1.9794 0.6673 -0.008 -0.023 -0.051
H -1.7436 -1.8775 -1.4457 -0.028 -0.009 0.043
H -0.5512 -1.9000 -3.6025 0.024 0.040 -0.008
H 1.9233 -2.0236 -3.6430 -0.002 0.010 -0.001
H 3.1905 -2.1643 -1.5382 -0.005 -0.005 -0.008
H 3.9532 -0.1712 2.7182 -0.013 0.024 -0.020
H 6.1591 0.9036 2.1113 -0.001 0.001 0.010
H 7.9018 -0.7809 2.1895 -0.002 0.001 0.000
H 7.3457 -3.1961 1.9923 -0.005 -0.005 -0.002
H 5.0242 -3.9167 1.6375 0.007 0.010 -0.005
H 0.1555 -4.4380 2.4244 -0.008 -0.011 -0.026
H -0.2643 -6.8165 2.1071 -0.003 0.005 0.003
H 1.3643 -8.2291 0.8895 0.000 0.001 0.001
H 3.4071 -7.1985 -0.0559 0.001 0.002 -0.002
H 3.8245 -4.8098 0.2258 0.000 -0.002 0.000


# 2
8
Properties=species:S:1:pos:R:3:forces:R:3 method="wB97M-V/def2-TZVPD" homo_energy_ev=-8.92 total_charge=0 relative_energy_ev=3.428
C 0.8170 0.1219 0.1203 1.837 -0.991 -0.519
C -0.2232 -0.3521 1.0864 -3.142 0.009 -1.034
H -0.8061 0.8760 -2.3562 0.555 -1.692 3.079
H 1.8328 0.0861 0.6490 -1.068 0.094 -1.765
H -1.2795 -0.0401 0.8210 1.432 0.199 0.079
N 0.6727 0.3578 -1.1999 -0.240 0.126 4.939
O -0.6922 0.4155 -1.4084 -0.710 1.356 -3.994
S -0.3215 -1.4651 2.2877 1.337 0.901 -0.786


# 3
15
Properties=species:S:1:pos:R:3:forces:R:3 method="wB97M-V/def2-TZVPD" homo_energy_ev="-2.37 / -5.69" multiplicity=3 total_charge=-1 s2=2.0100
C 1.4568 -2.1224 -0.8273 -0.521 1.001 0.287
C 2.2482 -1.1537 -0.4572 1.671 -6.004 -1.765
C -2.1227 0.9942 0.5761 0.823 0.217 1.142
O 3.5004 0.6787 1.0197 1.706 -1.084 0.397
O -0.1022 0.7089 -1.0617 -0.086 1.000 1.305
O -0.3315 -0.8970 0.7120 -0.264 1.250 0.648
O 0.3614 1.3410 1.3616 0.148 1.369 0.670
O -2.6037 1.0654 -0.7252 -0.376 1.161 -0.673
S 2.4483 0.3391 0.0280 -1.004 6.254 0.795
S -0.3571 0.5556 0.4053 -1.478 -2.681 -1.002
H 0.4978 -2.2010 -0.3361 -0.428 0.034 -0.179
H 1.5403 -2.5960 -1.7711 0.822 -1.225 -0.587
H -2.1842 1.9092 1.3310 -0.157 -1.393 -1.956
H -2.5274 0.0896 1.0685 -0.079 0.638 -0.117
H -1.8243 1.2883 -1.3236 -0.778 -0.536 1.034